Computed, not measured: C46H37N3O4TeTi as an isolated structure at a distorted geometry, with ωB97M-V with the def2-TZVPD basis set.

For the total energy, the calculation gives -91355.3003 eV. The LUMO energy is -7.4 eV. As for the HOMO-LUMO gap: 4.8 eV. The total charge is +2.

Each line ends with the Löwdin charge.
Positions of all 92 atoms, in Å:
Ti: 0.6044 -0.9800 0.1240  1.2901
C: 1.1615 -3.1074 -2.1348  0.0868
O: 1.3382 -2.7633 -0.6629  -0.2309
C: 2.3048 -3.3487 0.1819  -0.1965
C: 2.7519 -4.6578 -0.0062  -0.0002
C: 3.5650 -5.2223 0.9388  -0.0604
C: 4.0055 -4.5443 2.0742  -0.0258
C: 3.6194 -3.1907 2.2121  0.0379
C: 2.7909 -2.5729 1.2062  -0.1580
N: 2.0514 -1.3919 1.4977  -0.0472
N: 2.4437 -0.8223 2.6271  0.1727
C: 2.0046 0.4496 2.7542  -0.1430
C: 0.7912 0.9242 2.1831  -0.2252
O: -0.0810 0.0972 1.5366  -0.1459
C: 0.3271 2.2210 2.5786  0.0407
C: 1.0532 3.0494 3.4518  0.0486
C: 2.2818 2.6248 3.9581  -0.1602
C: 3.0798 3.4839 4.7297  -0.0044
C: 4.3057 3.0573 5.1480  -0.0556
C: 4.7473 1.7627 4.8997  -0.0275
C: 3.9620 0.8829 4.1455  0.0009
C: 2.7417 1.3045 3.6327  -0.0915
H: 0.1290 -3.5101 -2.2115  0.1137
H: 1.7882 -3.9192 -2.3635  0.0755
H: 1.3528 -2.1794 -2.7196  0.1211
H: 2.4838 -5.2896 -0.8396  0.1236
H: 3.9479 -6.2479 0.7087  0.1411
H: 4.7592 -4.9743 2.7407  0.1253
H: 3.8363 -2.6421 3.1072  0.0980
H: -0.6338 2.5378 2.2247  0.1165
H: 0.7615 4.0712 3.6376  0.1323
H: 2.6962 4.4374 4.9556  0.1121
H: 4.9586 3.6854 5.8429  0.1477
H: 5.6546 1.4093 5.3577  0.1148
H: 4.2323 -0.1815 3.9939  0.1202
C: -0.7899 5.0286 -2.5865  -0.0352
C: -0.3390 3.7105 -2.1502  -0.2528
C: 0.9963 3.5984 -1.8418  0.0278
C: 1.5502 2.4001 -1.3942  -0.0406
C: 2.9614 2.3201 -1.0503  -0.2543
O: 3.6402 1.2915 -1.2747  0.0759
C: 3.5893 3.4953 -0.3035  -0.1528
C: 4.9530 3.3317 -0.0772  -0.0189
C: 5.7254 4.4358 0.2801  -0.0557
C: 5.0978 5.6650 0.5122  -0.0671
C: 3.7106 5.7743 0.4957  -0.0725
C: 2.9731 4.6674 0.1178  -0.0603
C: 0.7394 1.2102 -1.3423  -0.2327
O: 1.3488 -0.0205 -1.2159  -0.1115
C: -0.5800 1.2642 -1.5839  -0.0688
C: -1.1238 2.5544 -2.0117  0.0933
C: -1.4706 0.0265 -1.4559  -0.0837
N: -1.1985 -1.0008 -0.6785  -0.0416
C: -1.9730 -2.2331 -0.4119  -0.2905
C: -2.8713 -2.1617 0.8320  -0.4918
Te: -3.9384 -4.0597 1.2617  1.2457
C: -5.7444 -4.1836 -0.0514  -0.4813
C: -5.8709 -5.4335 -0.7258  -0.1634
C: -7.1080 -5.8271 -1.1899  -0.0858
C: -8.1439 -4.9323 -1.1983  -0.0828
C: -7.9777 -3.6886 -0.6680  -0.1095
C: -6.8406 -3.2857 -0.0168  -0.1354
C: -2.6842 -0.0498 -2.3151  -0.1977
C: -2.3791 0.0002 -3.6859  -0.0141
C: -3.3814 -0.3318 -4.5771  -0.0502
C: -4.6246 -0.7934 -4.1555  -0.0546
C: -4.9697 -0.7704 -2.8172  -0.0315
C: -4.0004 -0.2683 -1.9051  -0.0140
H: -0.0208 5.5233 -3.1275  0.0774
H: -1.0115 5.7367 -1.7654  0.1094
H: -1.7430 4.9787 -3.1902  0.1159
H: 1.5986 4.5111 -2.0670  0.1549
H: 5.4061 2.3181 -0.2735  0.1402
H: 6.8094 4.3234 0.4202  0.1178
H: 5.7369 6.5590 0.7961  0.1356
H: 3.3142 6.7579 0.7168  0.1114
H: 1.8629 4.7713 0.0359  0.1162
H: -2.1506 2.5989 -2.3430  0.1273
H: -1.2103 -3.0073 -0.3321  0.0849
H: -2.5355 -2.5545 -1.2990  0.1269
H: -3.7225 -1.4770 0.6145  0.0291
H: -2.3652 -1.7764 1.7516  0.0588
H: -4.9444 -5.9990 -0.8337  0.0794
H: -7.2123 -6.8811 -1.4884  0.1245
H: -9.0884 -5.2060 -1.6540  0.1197
H: -8.8046 -3.0359 -0.7670  0.1019
H: -6.7161 -2.2649 0.3957  0.1092
H: -1.4184 0.4554 -3.9749  0.1358
H: -3.2185 -0.3060 -5.6457  0.1170
H: -5.3480 -1.2438 -4.8417  0.1264
H: -5.9767 -1.0309 -2.5618  0.1077
H: -4.3342 0.0624 -0.8920  0.1337



Computed, not measured: C46H38As2F5OPdSSe as an isolated structure, with ωB97M-V with the def2-TZVPD basis set.

For the relative energy (zero: lowest compared OMol25 entry of this formula, charge and spin), the calculation gives 1.9926 eV. For the total energy, the calculation gives -265285.0602 eV. The LUMO energy (alpha / beta) is -4.4 / -4.4 eV. As for the HOMO-LUMO gap (alpha / beta): 6.3 / 6.3 eV. The total charge is +1.

Each line ends with the Löwdin charge.
Positions of all 95 atoms, in Å:
Pd: 0.1009 -0.3528 -0.0156  0.3859
C: -2.9949 1.4020 -0.6791  -0.3597
C: -2.5494 2.2257 0.5132  -0.4905
As: -1.0559 3.5181 0.3779  1.3141
C: -1.7267 4.5438 -1.1488  -0.4171
C: -3.0912 4.7582 -1.3332  -0.1249
C: -3.5528 5.5308 -2.3923  -0.0809
C: -2.6538 6.1092 -3.2757  -0.0834
C: -1.2912 5.9230 -3.0858  -0.0756
C: -0.8320 5.1478 -2.0306  -0.1215
C: 0.3817 2.5861 -0.5983  -0.4618
C: 1.6359 2.5126 0.0075  -0.1465
C: 2.7414 2.0560 -0.7044  -0.0752
C: 2.6059 1.6706 -2.0292  -0.0968
C: 1.3617 1.7342 -2.6456  -0.0831
C: 0.2646 2.1965 -1.9350  -0.1669
As: -1.9629 -0.2175 -1.0786  1.2747
C: -3.0990 -1.7080 -0.6706  -0.3611
C: -3.3926 -1.9151 0.6700  -0.1112
C: -4.2618 -2.9285 1.0397  -0.0522
C: -4.8262 -3.7419 0.0647  -0.0595
C: -4.5270 -3.5378 -1.2749  -0.0643
C: -3.6648 -2.5152 -1.6513  -0.0882
C: -1.7726 -0.2504 -3.0010  -0.3647
C: -2.2348 0.7729 -3.8254  -0.0982
C: -2.0508 0.6950 -5.1985  -0.0552
C: -1.4093 -0.4002 -5.7614  -0.0595
C: -0.9651 -1.4315 -4.9477  -0.0651
C: -1.1517 -1.3533 -3.5756  -0.1542
H: -3.0005 2.0017 -1.5864  0.0343
H: -4.0110 1.0328 -0.5306  0.0889
H: -2.3305 1.5989 1.3704  -0.0488
H: -3.3862 2.8483 0.8378  0.0607
H: -3.8160 4.3385 -0.6461  0.0923
H: -4.6171 5.6855 -2.5187  0.1064
H: -3.0118 6.7115 -4.1011  0.1059
H: -0.5808 6.3871 -3.7585  0.1072
H: 0.2356 5.0195 -1.8979  0.1041
H: 1.7572 2.8316 1.0359  0.0963
H: 3.7106 2.0189 -0.2227  0.1129
H: 3.4725 1.3330 -2.5859  0.1048
H: 1.2462 1.4452 -3.6847  0.1110
H: -0.6798 2.3217 -2.4472  0.0795
H: -2.9455 -1.2851 1.4215  0.0521
H: -4.4965 -3.0838 2.0860  0.1110
H: -5.5055 -4.5344 0.3506  0.1127
H: -4.9710 -4.1706 -2.0324  0.1115
H: -3.4483 -2.3512 -2.6983  0.0967
H: -2.7388 1.6422 -3.4264  0.0940
H: -2.4130 1.4964 -5.8292  0.1146
H: -1.2675 -0.4531 -6.8330  0.1127
H: -0.4766 -2.2970 -5.3782  0.1133
H: -0.8328 -2.1766 -2.9551  0.0688
F: -1.0201 -5.0009 5.3329  0.1571
C: -0.9093 -3.9015 4.6022  -0.1235
C: -2.0093 -3.0863 4.4008  -0.1384
F: -3.1814 -3.4049 4.9414  0.1392
C: -1.8719 -1.9361 3.6503  -0.2632
F: -2.9498 -1.1541 3.5344  0.0737
C: -0.6669 -1.5764 3.0522  -0.4545
Se: -0.4602 0.1169 2.1962  0.8369
C: 0.4189 -2.4172 3.2714  -0.2579
F: 1.6124 -2.1325 2.7502  0.0789
C: 0.3095 -3.5579 4.0466  -0.1347
F: 1.3711 -4.3322 4.2664  0.1294
O: 1.7595 -1.1627 -1.1329  -0.6168
S: 1.9013 -1.9461 -2.4269  0.9723
C: 3.6841 -2.1307 -2.6361  -0.2517
C: 4.0078 -2.5600 -4.0424  -0.2793
C: 4.7917 -3.6884 -4.2627  -0.0467
C: 5.1070 -4.0838 -5.5550  -0.0632
C: 4.6351 -3.3572 -6.6389  -0.0730
C: 3.8552 -2.2287 -6.4272  -0.0698
C: 3.5431 -1.8308 -5.1357  -0.0579
C: 1.4184 -3.6630 -2.0916  -0.2662
C: 2.2584 -4.4232 -1.1184  -0.2848
C: 2.1084 -4.2456 0.2524  -0.0275
C: 2.9131 -4.9553 1.1321  -0.0537
C: 3.8677 -5.8417 0.6533  -0.0643
C: 4.0145 -6.0292 -0.7140  -0.0627
C: 3.2116 -5.3210 -1.5950  -0.0618
H: 4.0591 -2.8337 -1.8909  0.0992
H: 4.0584 -1.1346 -2.3921  0.0997
H: 5.1721 -4.2493 -3.4164  0.1095
H: 5.7249 -4.9581 -5.7143  0.1106
H: 4.8820 -3.6641 -7.6470  0.1092
H: 3.4955 -1.6525 -7.2704  0.1084
H: 2.9398 -0.9426 -4.9793  0.1031
H: 1.4170 -4.1347 -3.0792  0.1103
H: 0.3830 -3.5765 -1.7612  0.0886
H: 1.3626 -3.5574 0.6271  0.0981
H: 2.7983 -4.8220 2.1985  0.0961
H: 4.4888 -6.3927 1.3479  0.1107
H: 4.7461 -6.7307 -1.0943  0.1108
H: 3.3075 -5.4828 -2.6633  0.1097



Among the records above, which one has the highest total charge?
C46H37N3O4TeTi